# 1
{"formula": "C16H34HfP2", "method": "ωB97M-V/def2-TZVPD", "total_charge": 2, "e_above_lowest_kcal_mol": 395.2, "energy_ha": -1359.42067, "fmax_ev_per_a": 8.279, "e_lumo_ha": [-0.3203, -0.3200], "symbols": ["P", "P", "C", "C", "H", "H", "H", "H", "C", "H", "H", "H", "C", "H", "H", "H", "C", "H", "H", "H", "C", "H", "H", "H", "Hf", "C", "C", "C", "C", "C", "C", "C", "C", "C", "H", "H", "H", "H", "H", "H", "H", "H", "H", "H", "H", "H", "H", "H", "H", "C", "H", "H", "H"], "xyz": [[0.052, 1.482, 1.720], [1.358, 0.704, -1.783], [1.610, 2.076, 0.806], [1.527, 2.217, -0.729], [2.517, 1.486, 1.087], [1.814, 3.089, 1.236], [0.699, 2.905, -1.003], [2.459, 2.702, -1.106], [3.166, 0.088, -1.731], [3.206, -0.851, -2.314], [3.548, -0.108, -0.710], [3.752, 0.873, -2.250], [1.390, 1.497, -3.398], [2.403, 1.974, -3.464], [0.554, 2.219, -3.385], [1.259, 0.690, -4.137], [0.952, 1.724, 3.367], [0.233, 1.452, 4.143], [1.186, 2.888, 3.432], [1.856, 1.138, 3.382], [-0.979, 2.999, 1.766], [-1.240, 3.318, 0.751], [-0.379, 3.738, 2.308], [-1.875, 2.711, 2.320], [-3.076, -2.546, -0.306], [0.654, -0.795, -2.118], [1.721, -1.424, -1.158], [1.401, -1.110, 0.291], [0.130, -1.253, 1.748], [-0.559, -0.077, 2.350], [-1.465, 0.750, 1.422], [-1.302, 0.627, -0.220], [-1.054, -0.576, -1.388], [-2.582, -3.652, 1.513], [0.551, -1.020, -3.231], [1.764, -2.502, -1.413], [1.554, -0.051, 0.570], [2.203, -1.571, 0.843], [-0.459, -2.196, 1.617], [0.894, -1.577, 2.477], [-0.808, -0.046, 3.440], [-2.564, 0.896, 1.692], [-0.544, 1.400, -0.529], [-2.130, 1.245, -0.617], [-1.844, -1.479, -1.692], [-1.453, 0.026, -2.233], [-3.376, -4.442, 1.511], [-2.812, -3.045, 2.408], [-1.663, -4.168, 1.794], [-3.438, -3.519, -2.099], [-2.709, -3.692, -2.840], [-4.195, -2.799, -2.428], [-3.910, -4.417, -1.713]], "nbo_charge": [1.6436, 1.6285, -0.6842, -0.7262, 0.2644, 0.2978, 0.2530, 0.3012, -0.9068, 0.2672, 0.2561, 0.2298, -0.9788, 0.2724, 0.2542, 0.2547, -0.9079, 0.2315, 0.2285, 0.2381, -0.9475, 0.2324, 0.2341, 0.2454, 2.0049, -0.6100, -0.3131, -0.5060, -0.3947, -0.5603, -0.6738, -0.4741, -0.4593, -1.3592, 0.3072, 0.2521, 0.1997, 0.2471, 0.2206, 0.2323, 0.2924, 0.2805, 0.2070, 0.2678, 0.1260, 0.2266, 0.2661, 0.2620, 0.2856, -1.3060, 0.2844, 0.2398, 0.2728]}

***

# 2
{"formula": "C16H34N3OPReSSi", "method": "ωB97M-V/def2-TZVPD", "multiplicity": 4, "e_above_lowest_kcal_mol": 0.0, "energy_ha": -1976.75892, "fmax_ev_per_a": 3.371, "s_squared": 3.787, "e_lumo_ha": [0.0122, -0.0358], "symbols": ["Re", "Si", "P", "N", "H", "C", "H", "H", "H", "C", "H", "H", "H", "C", "H", "H", "H", "C", "H", "H", "H", "H", "H", "C", "C", "C", "C", "C", "C", "H", "H", "H", "H", "H", "C", "O", "C", "H", "H", "H", "C", "H", "H", "H", "C", "N", "C", "S", "N", "C", "H", "H", "H", "H", "H", "H", "H", "H"], "xyz": [[-0.117, -0.418, -0.205], [0.186, -2.349, -1.561], [0.430, 0.797, -2.024], [-1.832, 0.013, -0.218], [4.098, 1.775, 0.413], [0.719, 2.578, -1.707], [0.979, 3.067, -2.655], [1.544, 2.683, -0.993], [-0.184, 3.037, -1.291], [1.904, 0.454, -3.050], [1.922, 1.191, -3.863], [1.857, -0.559, -3.463], [2.793, 0.561, -2.416], [-0.884, 0.935, -3.297], [-0.484, 1.526, -4.132], [-1.756, 1.447, -2.870], [-1.179, -0.060, -3.648], [1.859, -3.224, -1.634], [2.222, -3.369, -0.608], [2.580, -2.630, -2.210], [1.738, -4.204, -2.114], [-0.734, -3.431, -1.114], [-0.129, -2.246, -3.012], [-3.170, 0.040, -0.388], [-5.390, 0.962, -0.036], [-4.026, 1.039, 0.186], [-3.742, -0.978, -1.207], [-5.107, -1.014, -1.417], [-5.941, -0.053, -0.829], [-6.050, 1.705, 0.414], [-3.570, 1.842, 0.772], [-3.065, -1.714, -1.650], [-5.529, -1.796, -2.040], [-7.023, -0.098, -0.988], [3.469, 0.883, 0.562], [2.150, 0.626, 0.018], [3.093, 0.863, 2.035], [3.895, 1.177, 2.710], [2.761, -0.147, 2.311], [2.229, 1.502, 2.243], [4.449, -0.223, 0.187], [5.466, 0.194, 0.044], [4.215, -0.733, -0.748], [4.530, -0.983, 0.964], [1.133, 0.393, 5.177], [0.393, -0.592, 4.371], [-0.242, -0.290, 3.218], [-0.239, -1.499, 1.950], [-0.882, 0.882, 3.083], [-1.462, 1.636, 4.197], [0.975, 1.411, 4.806], [2.207, 0.167, 5.140], [0.797, 0.326, 6.219], [0.759, -1.545, 4.387], [-1.308, 1.029, 2.166], [-0.974, 2.616, 4.278], [-2.529, 1.795, 4.002], [-1.354, 1.091, 5.139]], "mulliken_spin": [2.1166, -0.0199, 0.0102, 0.3953, -0.0005, 0.0212, 0.0010, -0.0067, 0.0007, 0.0009, -0.0014, 0.0022, 0.0025, 0.0273, 0.0014, 0.0009, -0.0035, 0.0352, -0.0004, -0.0030, 0.0041, 0.0226, 0.0126, -0.1211, -0.0799, 0.1594, 0.1568, -0.0791, 0.1592, -0.0042, 0.0079, 0.0147, -0.0043, 0.0121, -0.0009, 0.0879, -0.0073, -0.0019, 0.0001, 0.0005, 0.0029, -0.0001, 0.0019, -0.0004, 0.0007, 0.0055, 0.0313, -0.0031, 0.0105, -0.0034, -0.0002, 0.0001, 0.0003, 0.0014, 0.0319, 0.0001, 0.0008, 0.0005]}

***

# 3
{"formula": "C16H34O17S4", "method": "ωB97M-V/def2-TZVPD", "energy_ha": -3501.75941, "fmax_ev_per_a": 5.268, "e_lumo_ha": -0.0307, "symbols": ["O", "C", "O", "C", "O", "C", "O", "C", "O", "H", "H", "O", "S", "O", "O", "C", "C", "C", "H", "H", "H", "H", "H", "H", "H", "H", "O", "S", "O", "O", "C", "C", "C", "H", "H", "H", "H", "H", "H", "H", "H", "O", "S", "O", "O", "C", "C", "C", "H", "H", "H", "H", "H", "H", "H", "H", "O", "S", "O", "O", "C", "C", "C", "H", "H", "H", "H", "H", "H", "H", "H"], "xyz": [[2.250, 0.734, 1.413], [2.581, 1.723, 0.734], [3.652, 1.939, -0.180], [4.144, 3.253, 0.201], [5.332, 3.595, 0.264], [2.791, 4.027, 0.527], [2.619, 5.460, 0.515], [1.770, 3.091, 0.853], [0.420, 3.252, 1.223], [2.806, 5.713, 1.452], [-0.084, 2.594, 0.672], [1.926, -2.781, -3.257], [3.297, -2.719, -3.691], [4.292, -3.638, -3.204], [3.843, -1.209, -3.496], [3.729, -0.605, -2.207], [4.795, -1.117, -1.257], [3.333, -2.739, -5.461], [2.726, -0.756, -1.796], [3.861, 0.470, -2.349], [4.636, -2.171, -1.018], [4.780, -0.552, -0.322], [5.787, -1.033, -1.707], [2.618, -2.008, -5.838], [3.056, -3.740, -5.791], [4.343, -2.503, -5.796], [-2.110, 1.698, -0.211], [-2.713, 0.578, -0.893], [-2.525, 0.356, -2.301], [-4.295, 0.559, -0.568], [-5.057, 1.739, -0.826], [-5.362, 1.893, -2.305], [-2.292, -0.909, -0.028], [-4.548, 2.622, -0.433], [-5.995, 1.637, -0.277], [-4.452, 2.093, -2.875], [-6.054, 2.722, -2.470], [-5.801, 0.977, -2.707], [-2.479, -0.764, 1.036], [-1.233, -1.108, -0.199], [-2.893, -1.727, -0.422], [3.981, -8.435, 1.447], [3.888, -7.021, 1.701], [2.669, -6.408, 2.157], [4.421, -6.218, 0.402], [3.836, -6.509, -0.867], [2.477, -5.852, -1.019], [5.197, -6.553, 2.799], [3.774, -7.589, -1.026], [4.512, -6.109, -1.626], [1.747, -6.296, -0.337], [2.103, -5.972, -2.038], [2.534, -4.787, -0.783], [6.133, -6.971, 2.432], [4.966, -6.956, 3.785], [5.247, -5.465, 2.844], [-5.745, 3.913, 1.257], [-4.990, 4.347, 2.405], [-4.798, 3.502, 3.553], [-5.564, 5.777, 2.900], [-6.959, 5.891, 3.181], [-7.308, 5.283, 4.527], [-3.407, 4.922, 1.859], [-7.553, 5.444, 2.378], [-7.191, 6.958, 3.199], [-7.178, 4.199, 4.515], [-8.348, 5.496, 4.786], [-6.658, 5.679, 5.311], [-3.548, 5.604, 1.021], [-2.826, 4.055, 1.545], [-2.909, 5.424, 2.689]], "lowdin_charge": [0.1290, -0.2863, 0.0537, -0.2492, 0.1450, -0.0774, 0.0237, -0.0770, 0.0668, 0.1273, 0.1082, -0.2831, 0.5989, -0.2852, -0.2601, -0.2704, -0.0643, -0.1206, 0.1155, 0.1128, 0.0698, 0.0709, 0.0888, 0.0751, 0.0771, 0.0750, -0.3000, 0.6124, -0.2719, -0.2538, -0.2733, -0.0677, -0.1128, 0.0910, 0.1226, 0.0704, 0.0829, 0.0857, 0.0777, 0.0773, 0.0787, -0.2835, 0.6021, -0.2834, -0.2652, -0.2651, -0.0753, -0.1254, 0.1157, 0.1158, 0.0707, 0.0826, 0.0792, 0.0735, 0.0753, 0.0742, -0.2879, 0.6110, -0.2742, -0.2638, -0.2699, -0.0758, -0.1113, 0.1151, 0.1227, 0.0713, 0.0810, 0.0856, 0.0788, 0.0643, 0.0779]}

***

# 4
{"formula": "C16H34O3P2RuS", "method": "ωB97M-V/def2-TZVPD", "multiplicity": 5, "total_charge": 2, "e_above_lowest_kcal_mol": 32.9, "energy_ha": -2030.57751, "fmax_ev_per_a": 9.491, "s_squared": 6.027, "e_lumo_ha": [-0.2709, -0.3492], "symbols": ["P", "P", "C", "C", "H", "H", "H", "H", "C", "H", "H", "H", "C", "H", "H", "H", "C", "H", "H", "H", "C", "H", "H", "H", "Ru", "C", "C", "C", "C", "C", "C", "C", "C", "C", "H", "H", "H", "H", "H", "H", "H", "H", "H", "H", "H", "H", "H", "H", "H", "C", "S", "O", "O", "O", "H", "H", "H"], "xyz": [[-0.695, -2.524, -1.128], [0.337, 0.533, -1.800], [-0.946, -1.653, -2.749], [0.358, -0.915, -2.999], [-1.778, -0.935, -2.653], [-1.186, -2.381, -3.530], [1.266, -1.448, -2.645], [0.534, -0.639, -4.054], [-1.245, 1.445, -1.956], [-1.089, 2.433, -1.503], [-2.018, 0.911, -1.397], [-1.507, 1.560, -3.012], [1.276, 1.648, -2.992], [0.748, 1.682, -3.956], [2.287, 1.267, -3.181], [1.354, 2.672, -2.615], [-2.048, -3.774, -1.283], [-2.859, -3.427, -0.610], [-1.682, -4.759, -0.984], [-2.366, -3.758, -2.329], [0.916, -3.332, -1.212], [1.714, -2.599, -1.168], [1.026, -3.939, -2.103], [1.015, -3.954, -0.330], [-1.707, -1.845, 0.491], [0.795, 3.801, -0.069], [-0.165, 3.484, 0.839], [-0.462, 2.291, 1.697], [0.460, 1.160, 1.205], [1.816, 1.636, 1.176], [2.597, 1.437, 0.080], [3.178, 2.636, -0.501], [2.293, 3.894, -0.033], [-0.709, -3.315, 1.467], [0.427, 4.317, -0.978], [-0.984, 4.206, 0.857], [-1.520, 2.027, 1.591], [-0.309, 2.385, 2.775], [0.336, 0.180, 1.682], [0.071, 0.989, 0.151], [2.108, 2.348, 1.999], [2.768, 0.429, -0.323], [3.270, 2.591, -1.588], [4.192, 2.783, -0.085], [2.644, 4.144, 0.974], [2.628, 4.723, -0.671], [0.332, -3.050, 1.734], [-0.732, -4.273, 0.929], [-1.270, -3.419, 2.402], [-2.155, -1.661, 5.063], [-1.739, -0.760, 3.533], [-2.656, -1.147, 2.379], [-1.923, 0.634, 3.903], [-0.359, -1.189, 3.295], [-3.114, -1.358, 5.507], [-1.366, -1.449, 5.811], [-2.157, -2.746, 4.898]], "mulliken_spin": [-0.0303, 0.1138, 0.0352, -0.0124, 0.0088, 0.0048, 0.0019, 0.0069, 0.0102, -0.0154, 0.0011, 0.0019, 0.0159, -0.0010, -0.0005, -0.0026, 0.1123, -0.0174, 0.0070, -0.0027, 0.0164, 0.0005, 0.0008, -0.0011, 2.7285, 0.2951, 0.3430, -0.0581, 0.2030, 0.0576, 0.0075, 0.0465, 0.1303, -0.0631, -0.0026, 0.0199, 0.0233, 0.0441, -0.0303, -0.1432, -0.0024, 0.0021, -0.0077, 0.0081, 0.0015, 0.0185, 0.0030, 0.0160, 0.0255, 0.0026, 0.0033, 0.0541, 0.0066, 0.0132, 0.0002, 0.0002, -0.0001]}